Formula: C24H28F2N6
Source: the Open Molecules 2025 dataset
Level of theory: wB97M-V/def2-TZVPD

Cartesian coordinates (Å):
F: 0.6264 7.4067 -3.8208
C: 0.6894 6.4239 -2.8874
C: 0.5512 6.7423 -1.5315
C: 0.6669 5.8178 -0.5306
C: 0.9305 4.4618 -0.8860
C: 1.0596 4.1018 -2.2550
C: 1.0016 5.1020 -3.2279
H: 0.4381 7.8025 -1.3597
H: 0.6356 6.1458 0.4979
H: 1.0806 3.6722 -0.1645
H: 1.3794 3.1213 -2.5758
H: 1.2561 4.8587 -4.2489
F: 0.4697 -3.1976 -0.0628
C: 0.3021 -1.9321 0.4021
C: 1.1331 -0.9389 -0.0727
C: 0.9569 0.3851 0.2564
C: -0.0088 0.6851 1.1912
C: -0.8926 -0.3424 1.6988
C: -0.7198 -1.6562 1.2953
H: 1.8614 -1.1627 -0.8382
H: 1.6664 1.0845 -0.1606
H: -0.1778 1.7248 1.4297
H: -1.6049 0.0261 2.4222
H: -1.4376 -2.3955 1.6184
C: 4.8260 1.1805 1.0377
C: 4.4771 -0.2277 1.3315
N: 4.1973 -1.3524 1.5317
H: 5.6514 1.2542 0.3296
H: 4.9797 1.7463 1.9565
H: 4.0382 1.7926 0.5987
C: -1.7609 -4.6899 -1.7447
C: -2.8679 -5.3114 -2.4606
N: -3.6976 -5.7950 -3.0585
H: -1.0710 -5.4826 -1.4554
H: -2.0849 -4.2175 -0.8173
H: -1.1348 -4.0658 -2.3823
C: 3.3488 0.5898 -3.2525
C: 4.6081 0.3501 -2.4853
N: 5.5467 0.2092 -1.8291
H: 3.5293 1.4615 -3.8815
H: 2.4468 0.7415 -2.6596
H: 3.1786 -0.2633 -3.9093
C: -4.8500 -4.1589 3.8924
C: -3.7112 -3.2199 4.0006
N: -2.7634 -2.5287 3.9181
H: -5.7419 -3.6459 4.2522
H: -4.7498 -5.0687 4.4843
H: -5.1173 -4.3915 2.8615
C: -2.3927 3.8950 0.7004
C: -3.7768 3.6125 0.2823
N: -4.8556 3.4126 -0.0451
H: -2.1379 4.9529 0.7627
H: -1.6461 3.4889 0.0180
H: -2.2433 3.5281 1.7159
C: -0.4981 -6.0395 1.7997
C: -1.9322 -5.7370 1.5272
N: -3.0863 -5.5489 1.3124
H: 0.1741 -5.3152 1.3396
H: -0.4429 -6.9896 1.2683
H: -0.3034 -6.1035 2.8703

Properties
Multiplicity = 2
LUMO energy (alpha / beta) = -5.01 / -9.38 eV
HOMO energy (alpha / beta) = -11.8353 / -11.6094 eV
Total charge = +1
M = 438.526 g/mol
Kohn-Sham gap (alpha / beta) = 0.251 / 0.082 Eh

Here are the natural (NBO) charges for atoms 1 to 2, given in e:
1. F -0.22
2. C 0.59

=====

Formula: C4H13N2
Source: the Open Molecules 2025 dataset
Level of theory: wB97M-V/def2-TZVPD

Cartesian coordinates (Å):
C: 1.1258 -0.0521 -2.3672
N: 1.1997 0.4232 -0.9994
C: 0.0631 0.8593 -0.2649
C: -0.6500 -0.3645 0.4849
C: 0.3269 -0.9939 1.4138
N: -1.7492 0.2620 1.3735
H: 2.1044 0.0357 -2.9009
H: 0.9037 -1.0578 -2.2537
H: 0.3612 0.4768 -2.8679
H: 2.0877 0.8217 -0.6994
H: -0.6933 1.2505 -0.9072
H: 0.4889 1.6359 0.4612
H: -1.1561 -1.1054 -0.2252
H: 0.5421 -0.4149 2.3106
H: 1.2413 -1.3022 0.8433
H: -0.2367 -1.8942 1.8990
H: -2.5270 0.5998 0.8377
H: -2.0903 -0.3000 2.0674
H: -1.3422 1.1200 1.7943

Properties
LUMO energy = -3.53 eV
SMILES = CNC[C@@H](C)[NH3+]
Energy relative to the best compared isomer or geometry (same formula, charge and spin) = 46.2 kcal per mole
HOMO energy = -12.3413 eV
Total charge = +1
M = 89.162 g/mol
Kohn-Sham gap = 0.324 Eh

Here are the natural (NBO) charges for atoms 1 to 2, given in e:
1. C -0.40
2. N -0.65

=====

Formula: C17H39Ca2N2O8P
Source: the Open Molecules 2025 dataset
Level of theory: wB97M-V/def2-TZVPD

Cartesian coordinates (Å):
Ca: -1.1507 -1.8884 -7.9580
Ca: -5.8254 1.6776 -6.1353
P: -4.2290 0.2514 -10.2622
O: -5.4901 -0.2679 -9.5334
O: -3.4646 0.8138 -9.0267
O: -4.7479 1.2306 -11.2879
O: -3.3257 -0.8314 -10.8051
O: -1.8426 -2.0841 -1.8106
C: -1.6588 -1.7462 -3.0337
O: -0.5579 -1.8591 -3.6055
O: -2.5880 -1.4021 -3.8242
H: -0.9135 -2.0858 -1.5687
C: 4.6577 -5.8471 0.0138
C: 5.3413 -7.0096 0.6130
C: 6.6509 -7.1116 -0.1594
O: 6.3003 -6.7306 -1.5004
C: 5.2920 -5.6763 -1.4166
H: 4.8678 -5.0067 0.6754
H: 3.5789 -5.9479 0.1329
H: 4.6859 -7.8546 0.4025
H: 5.4413 -6.9711 1.6977
H: 6.9789 -8.1478 -0.0773
H: 7.4789 -6.6051 0.3367
H: 4.5399 -5.9489 -2.1569
H: 5.5423 -4.6230 -1.5439
C: 1.7460 0.5067 7.7657
C: 1.6065 -0.5669 6.6826
N: 2.8663 -0.9688 6.0307
C: 3.3281 0.1660 5.2204
C: 2.2159 0.8162 4.3018
C: 3.8946 -1.4687 6.9842
C: 3.7759 -3.0011 7.1780
H: 0.8011 0.9680 8.0529
H: 2.2920 1.4058 7.4802
H: 2.1454 -0.0190 8.6330
H: 1.1256 -1.4314 7.1403
H: 0.8468 -0.5203 5.9023
H: 4.0202 0.8159 5.7560
H: 4.0481 -0.3588 4.5924
H: 2.6351 1.4956 3.5596
H: 1.7947 -0.0302 3.7594
H: 1.3700 1.2453 4.8388
H: 3.8988 -0.9235 7.9280
H: 4.8606 -1.3596 6.4913
H: 2.7281 -3.1792 7.4198
H: 4.2939 -3.2680 8.0991
H: 4.1009 -3.5689 6.3061
C: -5.2534 3.0206 -0.9585
C: -5.5854 4.2004 -1.9022
N: -4.6893 4.3819 -3.0835
C: -3.2943 4.2476 -2.6422
C: -2.7412 5.3788 -1.6818
C: -5.1169 5.6416 -3.7062
C: -4.3704 5.9483 -5.0721
H: -4.3496 3.1081 -0.3555
H: -5.1534 2.0262 -1.3934
H: -6.0856 3.0019 -0.2548
H: -6.5176 4.0723 -2.4526
H: -5.7077 5.1738 -1.4272
H: -3.0061 3.3199 -2.1479
H: -2.5936 4.2261 -3.4768
H: -2.5684 6.2297 -2.3408
H: -3.5442 5.5933 -0.9768
H: -1.8484 5.0843 -1.1301
H: -4.8819 6.4687 -3.0362
H: -6.1661 5.7358 -3.9860
H: -4.3312 5.1169 -5.7759
H: -3.2991 6.1221 -4.9712
H: -4.8528 6.8185 -5.5171

Properties
LUMO energy = -3.53 eV
Energy relative to the best compared isomer or geometry (same formula, charge and spin) = 479.6 kcal per mole
HOMO energy = -6.1459 eV
Total charge = 0
M = 510.635 g/mol
Kohn-Sham gap = 0.096 Eh

Here are the natural (NBO) charges for atoms 1 to 2, given in e:
1. Ca 1.64
2. Ca 1.07

=====

Formula: C21H64InN11O5P3
Source: the Open Molecules 2025 dataset
Level of theory: wB97M-V/def2-TZVPD

Cartesian coordinates (Å):
C: -3.6564 2.2741 -0.2324
N: -3.1577 1.6884 0.9932
C: -2.3377 2.6101 1.8025
In: -0.1244 2.5822 1.4298
C: 0.4584 2.3258 -0.7352
O: 0.7143 3.5841 -1.4531
N: -0.4536 4.1867 -1.8440
O: -0.4487 5.3374 -1.5722
H: -2.8335 2.4217 -0.9555
H: -4.4017 1.6219 -0.7093
H: -4.1762 3.2136 -0.0262
H: -2.7162 0.7951 0.8428
H: -2.7071 3.6363 1.6984
H: -2.4865 2.3429 2.8594
H: 0.5664 1.2164 2.3719
H: 0.5593 4.1058 2.0970
H: -0.2081 1.6734 -1.3176
H: 1.4356 1.8270 -0.7390
O: 2.5139 -0.9690 2.9823
P: 2.8131 -2.3296 3.5528
N: 3.7635 -2.9691 2.2580
C: 3.9798 -4.3764 1.9880
C: 4.9983 -2.2342 2.0084
N: 1.1920 -2.9450 3.5010
C: 0.7687 -3.8315 2.4339
C: 0.1678 -1.9253 3.7601
N: 3.3188 -3.5610 4.7137
C: 2.3422 -4.1555 5.6343
C: 4.4242 -3.0234 5.5468
H: 4.6509 -4.8573 2.7138
H: 4.4273 -4.4807 0.9962
H: 3.0534 -4.9402 1.9536
H: 5.7963 -2.5141 2.7146
H: 4.8359 -1.1594 2.0935
H: 5.3653 -2.4261 0.9973
H: 0.9816 -3.4282 1.4356
H: -0.3050 -4.0161 2.5057
H: 1.2257 -4.8201 2.5337
H: -0.0529 -1.3148 2.8797
H: 0.4733 -1.2530 4.5604
H: -0.7566 -2.4167 4.0785
H: 1.7633 -3.4089 6.1826
H: 2.8721 -4.7789 6.3613
H: 1.6599 -4.8187 5.1108
H: 4.0774 -2.2310 6.2179
H: 5.2124 -2.6033 4.9163
H: 4.8779 -3.8141 6.1459
O: -6.1334 -1.1027 -0.9047
P: -7.2900 -1.6994 -1.6625
N: -7.6104 -0.4288 -2.7813
C: -8.8634 -0.2188 -3.4799
C: -6.4991 -0.1335 -3.6830
N: -8.4516 -1.6935 -0.3663
C: -9.4937 -0.6856 -0.2961
C: -7.8683 -1.8864 0.9610
N: -8.2040 -2.9210 -2.5489
C: -9.0569 -3.8767 -1.8311
C: -7.2701 -3.7198 -3.3841
H: -9.0447 -0.9578 -4.2724
H: -8.8472 0.7715 -3.9410
H: -9.7180 -0.2181 -2.8113
H: -6.4507 -0.8433 -4.5232
H: -5.5462 -0.1715 -3.1554
H: -6.5957 0.8709 -4.0990
H: -9.1014 0.3370 -0.3619
H: -10.0441 -0.7812 0.6423
H: -10.2464 -0.8386 -1.0734
H: -7.4477 -0.9606 1.3672
H: -7.0744 -2.6318 0.9365
H: -8.6350 -2.2490 1.6519
H: -8.5348 -4.3885 -1.0194
H: -9.4158 -4.6323 -2.5362
H: -9.9436 -3.3925 -1.4330
H: -6.6171 -4.3497 -2.7719
H: -6.6330 -3.0641 -3.9834
H: -7.8196 -4.3571 -4.0774
O: 6.2021 5.5321 -2.0662
P: 6.3307 4.0758 -1.6880
N: 7.2593 3.5075 -3.0329
C: 7.3436 2.1282 -3.4699
C: 8.5686 4.1349 -3.1631
N: 4.6670 3.6236 -1.8246
C: 4.1773 2.8954 -2.9801
C: 3.7095 4.6801 -1.4818
N: 6.6748 2.6769 -0.6698
C: 5.6103 2.0824 0.1565
C: 7.8005 2.9967 0.2451
H: 7.9379 1.4969 -2.7946
H: 7.8125 2.0985 -4.4573
H: 6.3670 1.6721 -3.5931
H: 9.3105 3.6904 -2.4808
H: 8.5129 5.2022 -2.9485
H: 8.9488 4.0302 -4.1824
H: 4.4370 3.3811 -3.9310
H: 3.0909 2.8031 -2.9268
H: 4.5421 1.8644 -2.9851
H: 3.5506 5.3782 -2.3123
H: 4.0463 5.2540 -0.6187
H: 2.7516 4.2365 -1.2214
H: 5.0903 2.8147 0.7760
H: 6.0525 1.3293 0.8158
H: 4.8830 1.5570 -0.4540
H: 7.5121 3.7366 0.9981
H: 8.6484 3.4034 -0.3138
H: 8.1513 2.0991 0.7555

Properties
LUMO energy = 1.91 eV
HOMO energy = -3.2440 eV
Total charge = -1
M = 758.555 g/mol
Kohn-Sham gap = 0.189 Eh

Here are the Mulliken charges for atoms 1 to 2, given in e:
1. C -0.44
2. N -0.32

=====

Formula: C4H9NO2
Source: the Open Molecules 2025 dataset
Level of theory: wB97M-V/def2-TZVPD

Cartesian coordinates (Å):
C: 1.4266 0.2146 -1.3182
N: 1.8671 -0.9813 0.5419
C: 1.1602 -0.1838 1.1385
O: 0.5272 0.8455 0.2864
C: -0.9088 0.9384 0.2763
C: -1.5883 -0.4226 0.3968
O: -1.1229 -1.3410 -0.5625
H: 1.1767 -0.7655 -1.6984
H: 0.8487 1.0153 -1.7778
H: 2.4864 0.4222 -1.2521
H: 0.9009 -0.0016 2.1846
H: -1.2314 1.6141 1.0783
H: -1.1539 1.4036 -0.6843
H: -1.4681 -0.8150 1.4170
H: -2.6624 -0.2864 0.2283
H: -0.2581 -1.6566 -0.2547

Properties
LUMO energy = 0.32 eV
Energy relative to the best compared isomer or geometry (same formula, charge and spin) = 139.6 kcal per mole
HOMO energy = -8.3389 eV
Total charge = 0
M = 103.121 g/mol
Kohn-Sham gap = 0.318 Eh

Here are the natural (NBO) charges for atoms 1 to 2, given in e:
1. C -0.23
2. N -0.55

=====

Formula: C12H12N2
Source: the Open Molecules 2025 dataset
Level of theory: wB97M-V/def2-TZVPD

Cartesian coordinates (Å):
C: -1.3493 0.9227 -2.9838
C: -2.2005 0.6864 -1.7273
C: -3.3359 -0.4342 -2.0326
C: -1.3138 0.2329 -0.6013
C: -0.1955 -0.5547 -0.9526
N: 0.6752 -1.1950 -1.3704
C: -1.5198 0.4983 0.7394
N: -0.6554 0.0303 1.6448
C: 0.4945 0.0090 1.9304
C: 1.7319 -0.2588 2.2138
C: 2.5934 -1.0084 1.4316
C: 3.8080 -0.9347 1.9677
C: 3.8055 -0.0753 3.1152
C: 2.5150 0.3358 3.3315
H: -1.7171 1.6539 -3.6385
H: -0.9830 -0.0281 -3.3119
H: -0.4504 1.4881 -2.7050
H: -2.5991 1.6357 -1.5378
H: -3.7071 -0.2690 -3.0135
H: -4.1033 -0.3938 -1.2992
H: -2.9027 -1.3752 -2.1002
H: -2.4707 0.8428 1.0219
H: 2.2868 -1.4976 0.5705
H: 4.7026 -1.3284 1.4603
H: 4.6356 0.0379 3.7161
H: 2.2551 0.9794 4.1309

Properties
LUMO energy = -0.38 eV
SMILES = CC(C)/C(C#N)=C/N=C=C1C=CC=C1
Energy relative to the best compared isomer or geometry (same formula, charge and spin) = 104.3 kcal per mole
HOMO energy = -8.1399 eV
Total charge = 0
M = 184.242 g/mol
Kohn-Sham gap = 0.285 Eh

Here are the natural (NBO) charges for atoms 1 to 2, given in e:
1. C -0.62
2. C -0.22

=====

Formula: C41H38BCl78FI2N3O
Source: the Open Molecules 2025 dataset
Level of theory: wB97M-V/def2-TZVPD

Cartesian coordinates (Å):
C: 0.1620 -0.9867 2.9843
C: -1.0910 -1.8132 3.2063
C: -1.1127 -2.9551 2.2588
C: -2.0382 -4.0618 2.7077
C: -2.4582 -4.8657 1.5149
C: -1.3891 -5.8402 1.1686
C: -0.5016 -5.2750 0.1071
C: 0.1680 -6.3340 -0.6993
C: 1.5276 -5.7869 -1.0516
C: 2.2452 -5.8241 0.2316
N: 3.5345 -5.1170 0.2411
N: 3.8580 -4.5526 -0.8343
C: 4.9175 -3.9627 -0.8468
B: 5.3617 -3.3012 -2.2277
O: 6.6096 -3.5530 -2.6730
N: 4.4388 -2.5212 -2.9888
C: 5.0376 -1.2908 -3.4956
C: 3.9234 -3.3299 -4.1083
C: 5.6727 -3.8883 0.2467
F: 6.7003 -3.2712 0.2821
C: 5.3045 -4.4890 1.3225
C: 6.2123 -4.3637 2.4810
Cl: 7.7681 -5.0519 1.9442
C: 6.3723 -2.8337 2.8376
C: 5.9220 -2.5194 4.2367
Cl: 8.0163 -2.2123 2.6757
C: 4.1613 -5.1206 1.3023
C: 3.6691 -5.8277 2.4680
I: 3.2277 -4.4940 4.0885
C: 4.6464 -6.9765 2.8283
C: 4.8953 -7.1775 4.2795
I: 3.6799 -8.7906 2.1462
H: 0.6498 -1.3368 2.1127
H: -0.0669 0.0287 2.8159
H: 0.8341 -1.1141 3.7818
H: -1.1462 -2.1696 4.1939
H: -1.9383 -1.2251 3.0343
H: -1.4203 -2.6205 1.3063
H: -0.1459 -3.3884 2.1694
H: -1.4986 -4.7046 3.3512
H: -2.8903 -3.6894 3.1890
H: -2.7128 -4.2617 0.6865
H: -3.3281 -5.4132 1.7671
H: -0.7891 -5.9800 2.0308
H: -1.7530 -6.7730 0.8386
H: 0.2263 -4.6337 0.5272
H: -1.0740 -4.6875 -0.5556
H: 0.3463 -7.2270 -0.1644
H: -0.3194 -6.5300 -1.6166
H: 1.3922 -4.8254 -1.4611
H: 1.9787 -6.4430 -1.7362
H: 1.6628 -5.4842 1.0390
H: 2.4795 -6.8370 0.4125
H: 7.1876 -2.9295 -2.2703
H: 4.3608 -0.4976 -3.3243
H: 5.2435 -1.3304 -4.5348
H: 5.9317 -1.0582 -3.0177
H: 3.3777 -2.6980 -4.7461
H: 3.2824 -4.0751 -3.7288
H: 4.7194 -3.7874 -4.6389
H: 5.9588 -4.9262 3.3225
H: 5.7941 -2.2588 2.1940
H: 6.4498 -1.6696 4.5504
H: 6.1371 -3.3004 4.9109
H: 4.9065 -2.2444 4.2227
H: 2.7563 -6.2931 2.3126
H: 5.5284 -6.9161 2.2619
H: 5.4793 -8.0507 4.3630
H: 3.9982 -7.3891 4.7840
H: 5.4593 -6.4097 4.7304
C: -12.7865 1.9125 -3.7957
Cl: -14.2874 1.3410 -3.0789
Cl: -11.9326 0.5568 -4.5318
Cl: -13.1401 3.1170 -5.0273
Cl: -11.7848 2.6536 -2.5382
C: -3.2707 -7.0577 -3.1221
Cl: -2.2972 -5.8282 -3.9334
Cl: -4.3408 -6.2832 -1.9562
Cl: -4.2229 -7.9333 -4.3088
Cl: -2.2018 -8.1773 -2.2758
C: 0.5179 1.9061 -4.2266
Cl: 0.7037 0.2243 -3.7196
Cl: 0.2326 2.8975 -2.8031
Cl: 1.9872 2.4426 -5.0380
Cl: -0.8480 2.0466 -5.3257
C: 0.1484 -6.0528 6.7697
Cl: -1.2753 -6.6784 7.5809
Cl: -0.3252 -4.7904 5.6332
Cl: 1.2621 -5.3812 7.9574
Cl: 0.9469 -7.3626 5.8881
C: -0.5500 5.5867 0.1975
Cl: -0.8812 3.8629 0.0297
Cl: -0.8606 6.0462 1.8628
Cl: 1.1307 5.9497 -0.2094
Cl: -1.5483 6.5271 -0.9127
C: 11.6962 0.0270 3.4395
Cl: 12.5583 1.4411 2.8497
Cl: 10.3556 0.5379 4.4671
Cl: 11.0666 -0.8875 2.0711
Cl: 12.7942 -0.9881 4.3663
C: -4.9732 3.5437 -3.2752
Cl: -6.6648 4.0114 -3.1086
Cl: -4.2389 4.4644 -4.5855
Cl: -4.1208 3.8835 -1.7705
Cl: -4.8783 1.8152 -3.6268
C: 0.4193 8.6375 -3.9389
Cl: 1.1112 9.1920 -5.4605
Cl: -1.1727 9.3603 -3.7178
Cl: 0.2689 6.8829 -3.9578
Cl: 1.4615 9.1005 -2.5983
C: -11.3412 7.0112 -1.2241
Cl: -13.0426 7.4865 -1.1942
Cl: -10.4423 8.0338 -2.3279
Cl: -10.6690 7.2147 0.3933
Cl: -11.2590 5.3479 -1.8111
C: 6.5816 0.3912 0.1017
Cl: 5.0634 -0.1804 0.8141
Cl: 6.2478 1.7148 -0.9933
Cl: 7.6702 0.9284 1.3613
Cl: 7.3715 -0.9182 -0.8136
C: 3.7354 4.0366 2.3840
Cl: 4.2587 2.6519 3.3493
Cl: 1.9983 4.3281 2.5896
Cl: 4.5525 5.4863 2.9507
Cl: 4.2093 3.7749 0.6956
C: 2.3189 10.6947 0.9220
Cl: 1.8815 9.0075 0.6302
Cl: 1.8852 11.1314 2.5718
Cl: 4.0537 10.8940 0.6962
Cl: 1.4562 11.7358 -0.2041
C: 14.4354 -0.4907 -0.5110
Cl: 14.2784 -1.8139 0.6457
Cl: 15.4759 -0.9934 -1.8375
Cl: 12.8417 -0.0640 -1.1442
Cl: 15.1391 0.9085 0.2904
C: -5.1347 8.4681 -3.3636
Cl: -6.8164 8.4130 -2.8318
Cl: -3.9300 7.8562 -2.2104
Cl: -4.9994 7.5278 -4.8419
Cl: -4.7381 10.1561 -3.6796
C: -7.7953 8.1649 3.7520
Cl: -7.1078 9.6018 3.0037
Cl: -6.6145 6.8665 3.7132
Cl: -8.2173 8.5204 5.4214
Cl: -9.2360 7.6736 2.8613
C: -13.0206 7.8723 -6.0378
Cl: -11.3104 7.6871 -6.4298
Cl: -13.9571 6.6577 -6.9039
Cl: -13.2454 7.6646 -4.3035
Cl: -13.5621 9.4785 -6.5143
C: -5.8221 10.8924 8.3553
Cl: -7.3872 10.7579 9.1538
Cl: -5.4698 12.5870 8.0349
Cl: -4.5710 10.2182 9.3980
Cl: -5.8676 10.0016 6.8357
C: 3.7182 -12.6896 0.0645
Cl: 4.8180 -11.8166 -0.9998
Cl: 3.3098 -14.2395 -0.6504
Cl: 4.4876 -12.9410 1.6280
Cl: 2.2439 -11.7391 0.2865
C: -16.2064 5.8077 -10.0193
Cl: -16.5759 4.2031 -9.3895
Cl: -16.6440 7.0209 -8.8179
Cl: -14.4834 5.9155 -10.3722
Cl: -17.1233 6.0851 -11.4958

Properties
LUMO energy = -3.39 eV
HOMO energy = -11.3278 eV
Total charge = +1
M = 3637.727 g/mol
Kohn-Sham gap = 0.292 Eh

Here are the Mulliken charges for atoms 1 to 2, given in e:
1. C -1.23
2. C -0.59

=====

Which of these has the lowest total charge?
C21H64InN11O5P3

=====

Which value of total charge does entry 6 give?
0